No. 1
Entry from OMol25: a structure of composition C48H62ClF3MnN2P2SSi (ωB97M-V/def2-TZVPD).

```
! RIJCOSX wB97M-V def2-TZVPD def2/J DEFGRID3
* xyz 0 2
H -2.763 1.719 -0.218
H 3.449 2.692 -4.074
C 0.210 -1.754 -2.426
Si -0.286 -1.949 -0.580
H 4.854 -0.515 -3.337
C 5.110 3.242 -1.922
H 1.263 0.271 5.152
H 2.861 -0.784 3.738
H 3.463 -1.513 -3.749
H 0.212 -2.535 5.769
C -3.088 1.210 0.678
C 2.922 0.719 2.201
C -4.820 0.710 2.260
C 4.070 1.469 2.893
H -1.396 4.530 -3.672
N -2.192 0.465 1.325
H 4.288 2.380 2.333
H 6.784 -1.234 -0.190
H -0.971 -2.669 -5.495
H -5.837 0.815 2.610
H 6.577 -0.560 -1.796
C 1.754 -2.496 1.426
Cl -5.469 2.363 0.212
H 0.086 -4.512 2.263
H -1.471 -2.581 2.231
H 2.218 1.430 1.760
H 5.761 -2.652 -3.801
N -0.722 1.536 -1.371
H -1.943 -2.930 3.895
C 0.005 -2.022 3.716
H 1.741 -2.098 5.029
P 0.892 -1.146 2.308
H 0.595 -0.877 -6.200
C 1.121 -0.763 -2.841
H -1.288 -4.235 -1.002
C 0.488 -1.133 -5.153
H -2.516 -2.974 -1.202
C -2.598 -0.149 2.439
H 0.119 -6.005 4.276
P 2.140 0.089 -1.560
C 5.077 2.035 -2.855
C 2.867 -3.153 1.950
C -4.393 1.359 1.113
C -1.184 1.352 -2.606
C 2.559 1.724 -2.400
H 1.878 -4.318 3.960
H 3.702 0.955 -4.099
H 3.052 -5.741 -0.222
H 1.610 1.885 -2.927
C -0.676 -4.417 3.038
H 6.110 3.360 -1.498
H -1.848 -0.731 2.955
C 4.241 -1.353 -3.005
C 4.081 3.057 -0.811
C 1.128 -4.149 4.728
C 2.700 -4.822 0.233
C -0.121 -4.943 4.359
Mn -0.124 0.216 0.444
H 5.380 1.148 -2.292
C -0.520 -2.426 -3.410
H 3.179 -1.997 -1.294
F -0.218 6.083 -2.434
H 4.078 3.924 -0.145
H -1.857 2.205 -4.454
H -2.032 -3.490 0.409
C -0.429 5.312 -1.335
H 0.433 1.043 3.797
C 3.631 -1.062 -1.629
H 5.793 2.163 -3.670
C -0.521 2.788 -0.888
C -0.384 -2.134 -4.759
C -1.216 3.686 -3.020
H 6.960 -3.050 -1.842
H 1.898 0.325 -4.533
C 1.420 0.790 4.204
H 4.491 -1.085 0.349
C 0.817 -2.656 4.863
H -0.879 -4.831 5.142
H 4.185 -4.835 1.786
C 1.638 -4.129 -0.328
H 4.272 2.709 4.660
H -1.328 0.321 -2.910
C 2.680 2.870 -1.380
C 5.120 -2.609 -2.918
C 1.153 -2.952 0.246
F 0.660 5.448 -0.569
H 1.542 -4.502 5.675
H 3.367 -2.764 2.831
C 3.684 1.825 -3.445
H 3.300 0.105 1.385
C 6.116 -1.220 -1.055
S -0.086 2.865 0.760
H -4.157 -0.590 3.834
C 4.744 -0.677 -0.629
C 2.153 -0.138 3.212
H 2.384 3.801 -1.878
H -1.231 -3.187 -3.109
H -0.498 -1.158 4.169
C 3.334 -4.316 1.362
H 5.504 -3.254 -0.884
C -1.468 2.394 -3.464
H 1.918 2.845 3.707
H 4.974 0.853 2.883
H 1.951 2.494 5.430
H 4.481 -3.497 -2.941
C -1.104 -2.957 3.190
H 4.811 0.407 -0.516
F -1.461 5.879 -0.673
C 1.233 -0.458 -4.197
C 2.204 2.093 4.448
H -1.540 -5.005 2.721
C 5.976 -2.624 -1.637
H 1.172 -4.502 -1.235
C -1.661 -3.291 -0.598
C 3.704 1.833 4.341
H 1.979 2.706 -0.563
H 3.970 1.016 5.019
H 4.878 4.151 -2.486
C -3.885 -0.061 2.931
H 4.356 2.187 -0.207
C -0.723 3.898 -1.746
*
```

HOMO level (alpha / beta)   -7.50 / -7.27 eV
Relative energy (zero: lowest compared OMol25 entry of this formula, charge and spin)   1.012 eV
Lowest unoccupied orbital energy (alpha / beta)   0.3 / 0.3 eV
<S²>   1.04

No. 2
Entry from OMol25: a structure of composition C6H9O2 (ωB97M-V/def2-TZVPD).

```
! RIJCOSX wB97M-V def2-TZVPD def2/J DEFGRID3
* xyz -1 1
O 3.957 0.077 -0.346
H -1.189 -0.864 -1.023
O 2.005 -0.580 0.587
H 0.877 0.548 -1.666
C 0.089 0.884 -1.009
C -1.834 0.510 0.513
C 3.194 -0.169 0.602
H 0.301 0.229 0.016
C -0.900 -0.027 -0.416
H -3.822 0.557 1.157
H -4.881 -0.962 -0.133
H -3.254 -1.450 -1.040
C -3.169 0.053 0.438
C -3.827 -0.878 -0.327
H 3.570 0.051 1.632
H 0.131 1.937 -0.774
H -1.510 1.415 0.998
*
```

HOMO level   -3.58 eV
Relative energy (zero: lowest compared OMol25 entry of this formula, charge and spin)   3.900 eV
Lowest unoccupied orbital energy   3.7 eV

No. 3
Entry from OMol25: an isolated molecule of C16H25NO5 (ωB97M-V/def2-TZVPD).

```
! RIJCOSX wB97M-V def2-TZVPD def2/J DEFGRID3
* xyz 0 1
C -1.740 2.377 1.873
H -4.043 4.862 2.093
C -1.720 -1.918 -0.143
H -4.387 1.056 0.219
C 2.729 -0.332 -1.980
H -2.342 -2.750 -0.513
H 4.269 -2.134 -0.962
H 2.858 -0.386 -3.074
H 0.895 2.843 0.163
H 1.981 1.698 -2.212
C 3.240 -2.346 -0.643
C 3.125 -2.031 0.861
H 3.784 -2.701 1.422
C 0.453 1.367 1.691
H 0.717 0.457 -1.960
H 0.142 0.320 1.736
C -4.350 2.989 1.100
C -2.502 1.428 1.164
C -2.604 -0.690 0.051
H 2.089 -2.205 1.183
H 2.937 -0.115 0.709
C 1.723 0.779 -1.663
O -1.934 0.206 0.905
H -0.229 1.559 -0.353
O -0.465 2.218 2.342
H -5.359 3.213 0.787
N 2.290 -1.585 -1.420
H -3.556 -1.008 0.498
C 1.319 -2.328 -2.178
O -0.699 -1.635 -1.065
H -1.293 -2.211 0.828
C -2.324 3.598 2.198
H -1.723 4.298 2.755
H 1.386 1.489 2.246
O 3.526 -0.729 1.180
O 1.756 1.011 -0.272
H 0.481 -3.181 -0.374
H 1.756 -3.238 -2.620
H -0.461 -3.526 -1.847
C 0.122 -2.752 -1.320
C -3.793 1.764 0.774
H 0.941 -1.702 -2.989
C -3.618 3.907 1.826
C 0.678 1.765 0.229
H 3.687 -0.060 -1.534
H -2.795 -0.228 -0.926
H 3.055 -3.415 -0.786
*
```

HOMO level   -8.19 eV
Relative energy (zero: lowest compared OMol25 entry of this formula, charge and spin)   1.456 eV
Lowest unoccupied orbital energy   0.8 eV

No. 4
Entry from OMol25: a structure of composition C8H9N2O5PrS (ωB97M-V/def2-TZVPD).

```
! RIJCOSX wB97M-V def2-TZVPD def2/J DEFGRID3
* xyz 2 3
Pr -0.420 -0.746 -1.323
N 1.221 -0.154 2.065
C -0.636 -1.253 -3.936
C -0.675 2.040 2.810
H -0.405 1.771 3.837
H 2.915 0.987 2.266
H 1.680 -1.041 1.817
O -0.564 -1.882 -4.936
C -0.436 -3.359 -2.226
N -0.913 0.860 1.991
O -0.487 2.773 -2.428
C -0.482 1.705 -1.971
S -0.753 -1.709 1.234
C -2.681 -0.990 -2.569
H -1.606 2.593 2.844
H 1.546 1.677 3.146
H 0.048 2.701 2.338
H -1.888 0.668 1.742
H 2.375 0.230 3.750
O 2.847 -0.975 -3.052
O -3.666 -1.034 -3.181
C -0.106 -0.207 1.865
O -0.434 -4.392 -2.734
H -0.403 -0.070 -3.782
C 2.037 0.752 2.857
C 1.886 -0.943 -2.425
*
```

HOMO level (alpha / beta)   -14.94 / -15.11 eV
Lowest unoccupied orbital energy (alpha / beta)   -9.2 / -9.0 eV
<S²>   2.08

Computed max |F| (hartree/bohr) in order:
0.0243 0.0971 0.0151 0.1240